# 1
170
Properties=species:S:1:pos:R:3:forces:R:3 method="wB97M-V/def2-TZVPD" total_charge=0 fmax_ev_per_a=0.62 de_lowest_kj_mol=5.8
Au -1.260 -1.160 -0.428 0.08 -0.26 -0.22
C 0.313 -2.935 -6.307 0.00 0.03 0.02
C 1.406 -2.424 -5.407 -0.03 -0.03 0.00
C 1.912 -1.139 -5.545 0.02 0.00 0.01
C 2.892 -0.650 -4.691 0.05 0.02 -0.02
C 3.500 0.707 -4.933 -0.02 0.00 0.04
C 3.347 -1.456 -3.639 -0.07 0.03 0.08
C 2.890 -2.772 -3.515 -0.05 0.01 0.03
C 3.399 -3.704 -2.447 -0.04 0.03 -0.01
C 1.929 -3.233 -4.409 -0.04 0.01 0.02
C 4.380 -0.925 -2.699 0.18 0.02 -0.10
C 5.713 -1.173 -3.016 0.04 0.05 0.03
C 6.736 -0.717 -2.198 -0.09 0.00 -0.04
C 6.421 -0.006 -1.054 -0.01 -0.02 0.02
C 5.094 0.263 -0.717 0.09 0.00 0.10
C 4.063 -0.190 -1.546 -0.18 -0.02 -0.05
Ge 2.192 0.205 -1.094 -0.06 -0.08 -0.02
S 1.143 -1.556 -0.350 -0.08 -0.04 0.06
S 0.956 1.142 -2.722 -0.02 0.00 -0.06
Ge 0.150 2.228 -0.949 0.24 -0.08 0.00
S -1.583 1.127 -0.142 -0.04 -0.08 -0.06
S 1.964 1.925 0.323 -0.17 -0.18 -0.19
C -0.377 4.101 -1.202 -0.13 -0.14 0.02
C -0.999 4.518 -2.388 -0.01 0.10 -0.04
C -1.335 5.859 -2.549 0.03 0.03 0.02
C -1.058 6.784 -1.553 0.02 -0.06 -0.01
C -0.464 6.366 -0.374 -0.04 -0.02 0.00
C -0.136 5.025 -0.182 0.04 0.04 0.06
C 0.436 4.624 1.141 -0.02 0.15 0.08
C 1.808 4.737 1.383 -0.06 0.12 0.00
C 2.774 5.169 0.311 0.01 0.02 0.06
C 2.301 4.426 2.645 0.06 0.17 -0.01
C 1.470 4.002 3.669 -0.06 0.01 0.02
C 2.024 3.650 5.023 -0.18 0.14 0.09
C 0.108 3.903 3.411 0.02 -0.03 -0.04
C -0.427 4.215 2.168 0.01 0.01 0.01
C -1.918 4.131 1.964 0.02 0.00 -0.03
C -1.332 3.563 -3.487 -0.03 -0.02 0.04
C -0.447 3.360 -4.545 0.00 0.05 0.00
C 0.865 4.096 -4.645 -0.01 -0.03 -0.02
C -0.783 2.445 -5.541 0.00 -0.02 0.01
C -1.967 1.731 -5.503 0.00 -0.01 -0.01
C -2.285 0.693 -6.545 0.01 0.01 0.03
C -2.855 1.977 -4.460 0.01 0.00 0.01
C -2.565 2.890 -3.458 0.03 -0.01 0.02
C -3.584 3.186 -2.389 0.03 0.00 -0.01
C 4.885 1.019 0.560 0.15 -0.10 0.09
C 4.526 0.361 1.738 0.07 -0.01 -0.03
C 4.146 -1.095 1.772 0.00 0.02 0.00
C 4.518 1.080 2.934 -0.02 0.06 0.00
C 4.862 2.419 2.988 0.08 -0.09 0.03
C 4.964 3.146 4.302 0.33 -0.08 -0.04
C 5.166 3.067 1.794 0.14 -0.10 -0.02
C 5.181 2.391 0.586 0.09 0.00 0.00
C 5.486 3.132 -0.690 0.10 -0.04 0.00
H 0.266 -2.370 -7.238 0.00 0.00 0.00
H -0.660 -2.845 -5.816 0.00 0.01 -0.02
H 0.461 -3.988 -6.551 0.00 0.00 -0.01
H 1.541 -0.501 -6.341 0.00 0.00 0.00
H 2.981 1.221 -5.742 0.00 0.00 0.00
H 4.554 0.608 -5.205 0.00 0.01 -0.02
H 3.453 1.336 -4.043 0.00 0.00 -0.01
H 4.352 -3.377 -2.035 0.02 -0.01 0.00
H 3.524 -4.710 -2.850 -0.01 0.00 0.01
H 2.688 -3.750 -1.619 0.00 0.01 0.04
H 1.582 -4.258 -4.322 -0.02 -0.03 0.02
H 5.939 -1.732 -3.917 0.01 -0.01 0.01
H 7.770 -0.916 -2.450 -0.01 -0.01 0.01
H 7.205 0.342 -0.392 0.00 0.02 -0.01
H -1.811 6.170 -3.471 0.00 0.01 0.01
H -1.313 7.827 -1.693 0.00 0.00 0.00
H -0.263 7.072 0.423 0.00 0.00 -0.01
H 2.325 5.140 -0.680 0.00 0.00 -0.01
H 3.642 4.507 0.308 -0.23 0.13 0.03
H 3.125 6.188 0.492 0.00 0.03 0.00
H 3.370 4.508 2.821 -0.37 0.10 -0.13
H 2.928 4.220 5.241 -0.36 -0.04 0.10
H 2.284 2.589 5.071 -0.01 0.03 -0.02
H 1.295 3.850 5.810 -0.05 -0.01 -0.02
H -0.562 3.592 4.207 0.00 0.02 0.01
H -2.436 4.202 2.921 0.00 0.00 0.00
H -2.197 3.180 1.506 -0.01 -0.02 -0.02
H -2.284 4.927 1.315 0.00 0.00 0.01
H 1.129 4.590 -3.712 0.02 -0.01 0.00
H 0.817 4.857 -5.428 0.01 0.01 0.01
H 1.667 3.402 -4.898 0.00 0.00 0.00
H -0.082 2.275 -6.352 0.00 -0.01 0.00
H -1.579 0.734 -7.373 0.00 0.00 0.00
H -3.292 0.828 -6.945 0.00 0.00 0.00
H -2.236 -0.308 -6.109 0.01 -0.02 -0.02
H -3.802 1.445 -4.429 0.01 0.00 0.01
H -4.387 2.449 -2.410 0.00 0.01 0.00
H -4.021 4.176 -2.542 0.00 0.00 0.00
H -3.141 3.175 -1.394 -0.01 -0.01 0.00
H 4.553 -1.649 0.927 0.02 0.00 -0.01
H 3.059 -1.207 1.742 -0.01 0.01 -0.01
H 4.501 -1.559 2.694 0.01 0.00 -0.01
H 4.249 0.562 3.849 0.01 -0.01 0.01
H 4.486 2.584 5.104 0.10 0.04 -0.06
H 4.502 4.135 4.252 0.30 -0.16 0.02
H 6.012 3.291 4.574 0.04 -0.02 -0.02
H 5.404 4.127 1.807 0.05 -0.01 -0.01
H 5.465 4.208 -0.522 0.08 -0.03 -0.04
H 4.755 2.887 -1.464 -0.03 0.02 0.00
H 6.471 2.870 -1.083 0.00 -0.02 -0.01
C -3.328 -1.015 -0.610 0.02 0.03 0.10
Si -4.029 -2.583 0.064 -0.14 -0.07 -0.05
C -2.873 -3.833 -0.724 -0.07 -0.27 -0.01
N -1.441 -3.467 -0.548 -0.18 0.47 0.16
C -0.657 -3.996 -1.695 0.12 -0.14 -0.10
C -0.593 -5.520 -1.703 -0.10 0.07 0.06
C -0.058 -6.071 -0.365 0.03 -0.02 0.01
C 0.234 -4.949 0.628 -0.05 -0.04 -0.07
C -0.960 -4.021 0.777 0.16 0.01 -0.02
C -4.067 -2.688 1.929 0.02 0.14 -0.03
C -4.302 -3.910 2.566 0.00 0.02 0.03
C -4.483 -3.979 3.939 -0.11 -0.01 -0.05
C -4.439 -2.818 4.702 -0.52 0.10 -0.32
C -4.193 -1.598 4.090 -0.22 -0.01 0.00
C -4.003 -1.536 2.715 0.04 -0.05 0.01
C -5.765 -2.954 -0.562 0.01 -0.06 0.02
C -5.990 -3.218 -1.918 0.01 0.04 0.02
C -7.256 -3.522 -2.395 0.02 0.02 -0.01
C -8.333 -3.563 -1.520 0.00 -0.01 0.00
C -8.138 -3.286 -0.175 -0.01 0.02 0.01
C -6.867 -2.985 0.296 0.03 -0.01 0.00
H -3.708 -0.112 -0.141 -0.10 0.02 -0.04
H -3.509 -0.927 -1.686 -0.01 0.02 0.01
H -3.112 -3.817 -1.792 0.06 0.04 -0.02
H -3.037 -4.863 -0.390 -0.01 0.00 -0.07
H 0.338 -3.565 -1.660 0.05 0.05 0.05
H -1.126 -3.625 -2.607 0.01 0.06 0.02
H 0.043 -5.826 -2.535 0.01 0.02 -0.03
H -1.587 -5.926 -1.906 0.04 -0.03 -0.05
H 0.844 -6.663 -0.525 -0.02 -0.01 0.00
H -0.800 -6.745 0.074 0.02 -0.02 0.01
H 1.110 -4.373 0.330 0.06 0.02 -0.03
H 0.453 -5.378 1.609 0.03 0.07 0.02
H -0.719 -3.195 1.445 -0.02 0.08 0.00
H -1.786 -4.577 1.226 -0.01 0.04 -0.03
H -4.363 -4.822 1.980 -0.02 -0.01 0.00
H -4.667 -4.935 4.414 -0.01 -0.01 0.01
H -4.593 -2.869 5.773 -0.09 0.01 -0.06
H -4.149 -0.693 4.682 0.00 -0.03 -0.03
H -3.793 -0.579 2.251 -0.01 0.00 0.02
H -5.165 -3.179 -2.621 0.00 -0.02 -0.01
H -7.404 -3.723 -3.449 0.00 -0.01 0.00
H -9.321 -3.811 -1.887 0.00 0.02 0.00
H -8.976 -3.305 0.510 0.00 -0.01 0.00
H -6.732 -2.773 1.351 0.01 -0.03 0.01
C -0.997 -3.568 6.925 0.03 0.08 -0.01
C -1.827 -2.878 5.852 0.35 -0.22 0.14
N -0.996 -2.311 4.797 0.04 0.01 0.15
C -1.046 -1.067 4.273 0.08 0.01 -0.27
S -0.502 -0.754 2.717 0.01 -0.06 0.35
N -1.555 -0.064 5.040 -0.03 0.09 0.12
C -1.252 0.133 6.458 0.04 0.05 -0.05
C -0.412 1.388 6.655 -0.02 -0.06 0.02
H -1.647 -4.023 7.674 0.00 0.00 0.01
H -0.331 -2.864 7.423 0.02 -0.02 0.03
H -0.384 -4.357 6.487 0.01 0.00 0.01
H -2.441 -2.089 6.277 0.04 0.00 -0.01
H -2.516 -3.595 5.397 0.39 0.10 0.19
H -0.548 -2.968 4.178 -0.03 0.00 -0.04
H -1.601 0.792 4.506 0.08 0.02 -0.02
H -0.703 -0.733 6.821 0.01 -0.04 -0.03
H -2.180 0.204 7.032 0.01 -0.05 0.05
H 0.435 1.389 5.967 -0.02 -0.02 0.03
H -0.030 1.439 7.675 -0.03 0.03 0.01
H -1.003 2.288 6.473 0.01 0.01 -0.04

# 2
185
Properties=species:S:1:pos:R:3:forces:R:3 method="wB97M-V/def2-TZVPD" total_charge=+7 fmax_ev_per_a=4.60 de_lowest_kj_mol=0.0
C 6.143 -10.399 -1.801 1.79 -0.93 0.15
N 4.954 -9.616 -1.533 0.76 0.61 1.17
C 3.851 -9.866 -2.160 -2.58 -0.82 -1.67
C 2.646 -9.177 -1.944 0.68 -0.01 0.95
C 2.602 -8.193 -0.957 2.09 0.16 0.52
C 3.856 -7.927 -0.250 -1.44 -0.55 -1.14
C 4.966 -8.675 -0.572 0.68 1.45 0.72
C 1.394 -7.384 -0.642 0.32 -0.32 -0.05
C 0.133 -8.001 -0.629 0.91 0.62 0.45
C -0.943 -7.184 -0.378 -1.88 -0.81 -0.50
N -0.848 -5.865 -0.231 1.12 0.05 0.27
C 0.405 -5.307 -0.170 -2.35 1.82 0.44
C 1.528 -5.994 -0.346 1.11 -2.09 -0.63
C -2.050 -5.001 -0.047 0.97 -0.16 0.01
H 5.851 -11.199 -2.448 -0.08 -0.45 -0.49
H 6.541 -10.893 -0.886 -0.40 0.67 -0.41
H 6.963 -9.844 -2.304 -0.75 0.04 0.45
H 3.839 -10.680 -2.892 0.25 0.34 0.26
H 1.802 -9.526 -2.512 -0.27 0.22 -0.14
H 3.921 -7.151 0.514 -0.05 -0.07 0.13
H 5.947 -8.447 -0.124 -0.63 -0.38 -0.13
H -0.011 -9.080 -0.717 0.09 0.43 -0.14
H -1.965 -7.603 -0.374 0.62 0.31 0.07
H 0.393 -4.242 0.047 0.19 -0.15 -0.10
H 2.490 -5.493 -0.290 -0.18 -0.19 0.14
H -2.836 -5.366 -0.710 0.06 0.20 0.21
H -1.699 -3.991 -0.304 -0.56 -0.32 0.10
H -2.323 -5.045 1.011 -0.19 0.07 -0.31
C -0.622 -1.162 -2.187 -0.38 -1.17 1.69
N -1.100 -0.205 -3.133 -1.51 2.01 -0.58
C -2.157 0.564 -2.714 0.12 0.00 -1.52
C -2.796 1.411 -3.609 0.81 0.18 -0.56
C -2.237 1.628 -4.903 -0.70 -0.80 1.19
C -1.165 0.811 -5.286 -0.67 1.38 -0.44
C -0.637 -0.064 -4.381 1.00 -1.33 0.04
C -2.795 2.677 -5.802 1.25 0.32 -0.43
C -4.124 2.822 -6.135 -0.01 0.20 -0.61
C -4.440 3.774 -7.108 -0.66 0.20 -0.22
N -3.537 4.583 -7.692 0.31 -0.42 0.67
C -2.242 4.494 -7.321 -0.35 0.15 -0.16
C -1.858 3.544 -6.384 0.29 0.11 -0.30
C -3.990 5.586 -8.713 -0.50 -0.40 -0.18
H -0.520 -0.644 -1.208 -0.18 -0.20 -0.43
H 0.326 -1.595 -2.450 0.32 -0.06 -0.44
H -1.406 -1.962 -2.101 0.81 0.59 -0.03
H -2.454 0.454 -1.692 -0.01 -0.17 0.48
H -3.689 1.960 -3.320 0.31 -0.06 0.17
H -0.773 0.906 -6.300 0.11 -0.25 0.39
H 0.186 -0.736 -4.659 -0.36 0.34 0.16
H -4.839 2.125 -5.718 -0.37 0.32 -0.25
H -5.430 3.967 -7.505 -0.20 -0.47 0.35
H -1.627 5.228 -7.835 0.44 -0.41 0.34
H -0.808 3.426 -6.116 -0.21 0.31 -0.17
H -3.143 6.066 -9.210 -0.12 -0.30 0.17
H -4.614 6.324 -8.225 0.12 0.24 0.28
H -4.649 5.076 -9.430 0.52 0.04 0.06
C 4.214 -4.393 5.707 0.16 0.48 0.27
N 2.768 -4.076 5.501 0.28 0.15 0.53
C 2.113 -4.592 4.459 -0.91 0.10 -0.28
C 0.761 -4.284 4.265 0.96 -1.11 -0.76
C 0.117 -3.451 5.115 -0.37 1.02 0.61
C 0.823 -2.876 6.160 1.38 -0.24 1.05
C 2.172 -3.225 6.378 -1.53 -0.13 -0.71
C -1.274 -3.023 4.850 -0.44 -0.23 -0.41
C -1.565 -1.680 4.677 -0.27 1.07 0.12
C -2.821 -1.217 4.322 0.11 -1.73 0.28
N -3.825 -2.130 4.099 1.46 -0.64 0.54
C -3.590 -3.465 4.291 0.86 0.80 -0.30
C -2.320 -3.909 4.645 -0.66 -0.43 0.02
C -5.106 -1.680 3.602 -1.28 0.34 0.40
H 4.799 -3.616 5.193 -0.19 -0.36 0.23
H 4.466 -5.358 5.285 -0.19 -0.02 -0.15
H 4.405 -4.393 6.785 -0.02 0.02 -0.30
H 2.653 -5.177 3.706 0.37 -0.06 0.12
H 0.234 -4.687 3.407 0.26 -0.11 0.02
H 0.307 -2.241 6.869 0.24 0.09 0.05
H 2.753 -2.881 7.231 -0.11 -0.05 -0.30
H -0.783 -0.945 4.804 0.02 0.05 0.04
H -3.002 -0.154 4.239 -0.41 -0.19 -0.22
H -4.366 -4.199 4.077 -0.13 0.56 0.14
H -2.198 -4.983 4.756 0.10 0.13 0.07
H -5.593 -1.042 4.363 0.23 -0.30 -0.42
H -5.763 -2.537 3.406 0.30 0.29 0.06
H -4.941 -1.120 2.690 -0.08 0.07 -0.14
C -10.075 6.332 -0.717 1.00 -0.10 0.29
N -8.716 5.937 -0.106 -1.66 -0.28 -0.70
C -8.502 4.652 0.174 0.15 -0.72 0.36
C -7.284 4.228 0.647 0.92 0.76 0.24
C -6.249 5.153 0.891 -0.64 -0.14 0.19
C -6.530 6.469 0.596 0.17 0.46 -0.15
C -7.767 6.820 0.091 0.76 1.15 0.02
C -4.946 4.799 1.502 3.06 -0.79 0.70
C -4.247 5.616 2.463 -2.50 -0.57 -1.45
C -3.049 5.286 3.005 1.11 -1.25 0.29
N -2.398 4.120 2.637 -1.40 1.22 -0.70
C -2.929 3.361 1.649 -0.62 0.01 1.13
C -4.192 3.664 1.126 -0.47 0.44 -0.46
C -1.097 3.842 3.259 0.50 -0.82 -0.74
H -10.672 5.417 -0.699 -0.12 0.51 0.04
H -9.889 6.655 -1.749 -0.06 -0.09 0.31
H -10.479 7.157 -0.120 -0.08 -0.36 -0.13
H -9.343 3.985 0.074 0.00 -0.13 -0.17
H -7.094 3.214 0.877 -0.26 -0.96 0.17
H -5.781 7.239 0.703 -0.03 0.16 0.09
H -7.988 7.842 -0.164 -0.10 0.22 -0.05
H -4.839 6.456 2.749 0.39 0.83 0.72
H -2.539 5.855 3.786 -0.32 -0.01 -0.37
H -2.421 2.425 1.405 0.25 0.32 -0.27
H -4.579 3.038 0.328 0.14 -0.20 0.17
H -0.561 4.776 3.351 0.00 0.08 0.39
H -0.512 3.215 2.573 -0.25 0.07 0.16
H -1.230 3.299 4.187 -0.10 0.25 0.27
C -1.353 5.699 -3.450 0.36 -1.50 1.19
N -0.397 4.936 -2.899 -1.79 0.98 -0.33
C -0.624 4.036 -1.876 0.63 -1.15 -0.59
C 0.244 2.985 -1.702 0.47 0.24 -0.44
C 1.488 2.866 -2.412 -1.59 1.98 -0.16
C 1.786 4.068 -3.134 0.49 -0.49 -0.27
C 0.893 5.076 -3.324 1.22 -0.16 -0.22
C 2.354 1.748 -2.356 1.25 -1.86 0.73
C 2.365 0.859 -1.177 -1.26 1.92 -2.34
C 3.223 -0.184 -1.134 -0.48 -1.21 1.28
N 4.085 -0.501 -2.117 0.02 0.58 0.18
C 4.115 0.329 -3.170 0.43 0.03 -0.98
C 3.292 1.403 -3.400 -0.70 0.18 2.27
C 5.093 -1.592 -1.976 0.60 0.23 -1.03
H -1.249 5.980 -4.469 0.36 0.81 -0.29
H 0.844 8.489 -1.189 -1.37 -3.22 -1.32
H -2.286 5.715 -2.922 -0.33 0.10 -0.09
H -1.621 4.057 -1.485 -0.24 -0.02 0.32
H -0.086 2.188 -1.066 -0.16 -0.28 0.62
H 2.796 4.232 -3.498 -0.07 0.02 -0.05
H 1.102 6.071 -3.691 0.33 -0.33 -0.27
H 1.561 1.078 -0.461 0.95 -0.52 0.27
H 3.222 -0.872 -0.298 0.04 0.09 0.07
H 4.878 0.085 -3.868 0.48 -0.12 -0.67
H 3.427 2.040 -4.255 0.06 -0.12 -0.30
H 6.089 -1.147 -2.066 -0.15 0.11 0.43
H 5.071 -2.270 -2.847 -0.56 0.17 0.47
H 5.003 -2.124 -1.032 -0.24 0.21 -0.14
C -0.383 0.200 1.462 0.18 -0.75 0.02
O 0.870 0.877 1.677 -1.81 -0.62 -2.62
O -0.996 0.613 0.370 0.18 -0.26 0.51
C -0.034 -1.424 1.415 -1.86 2.17 1.19
F 0.705 -1.837 0.413 0.19 -0.01 -0.71
F 0.548 -1.809 2.560 0.07 -0.45 0.05
F -1.229 -2.129 1.357 0.46 0.04 -0.14
C 1.537 0.772 2.879 0.02 -0.48 0.07
C 2.473 1.924 2.775 1.20 0.70 2.19
H 2.879 2.228 3.764 -0.11 -0.30 -0.47
H 3.354 1.696 2.156 -0.57 0.21 -0.11
H 1.883 2.771 2.443 0.28 0.25 -0.46
H 2.025 -0.192 2.948 0.45 -0.11 0.27
H 0.760 0.785 3.646 0.20 0.45 0.79
H -0.971 0.353 2.452 0.41 -0.48 -0.73
C 0.796 6.870 -0.135 -0.84 -2.59 -0.55
O 1.614 5.713 -0.324 0.29 1.78 1.03
O 0.504 7.493 -1.386 1.61 3.23 2.84
C -0.548 6.250 0.596 1.57 0.75 -0.48
F -0.551 6.935 1.763 -0.80 -0.87 0.31
F -1.732 6.449 -0.001 0.29 -0.05 0.00
F -0.492 4.891 0.868 0.06 1.71 -0.20
C 2.964 6.030 0.183 -0.46 0.70 0.03
C 3.879 4.825 0.055 0.10 2.25 0.13
H 4.807 5.243 0.481 -0.04 -0.85 -0.02
H 3.466 4.003 0.626 0.18 -0.24 -0.06
H 4.056 4.641 -0.981 0.14 -0.69 -0.67
H 2.967 6.272 1.265 -0.68 -0.07 -0.32
H 3.237 7.011 -0.310 0.45 -1.38 0.14
H 1.224 7.531 0.658 -0.33 -0.22 -0.93
C 4.553 -4.574 1.821 -0.08 1.13 0.76
O 5.459 -4.433 2.972 -1.25 0.04 -1.45
O 3.621 -5.450 2.065 -0.07 -0.56 -0.80
C 3.807 -3.137 1.679 0.88 0.08 -2.00
F 4.664 -2.148 1.199 -0.70 -0.38 0.99
F 2.824 -3.123 0.645 0.86 -0.59 1.20
F 3.185 -2.700 2.777 0.40 0.03 -0.42
C 6.707 -3.888 2.609 1.19 0.12 1.48
C 7.645 -4.067 3.851 -0.38 0.76 -0.94
H 7.749 -5.114 4.158 -0.22 0.25 -0.14
H 8.630 -3.699 3.563 0.10 -0.05 0.14
H 7.308 -3.438 4.694 0.06 -0.39 -0.32
H 6.605 -2.829 2.312 0.22 -0.31 0.31
H 7.117 -4.422 1.752 0.12 -0.18 -0.12
H 5.260 -4.642 0.890 -1.11 -0.15 0.92